Record 1
Density functional theory data (ωB97M-V with the def2-TZVPD basis set) for a structure of composition C11H25ClNO6P2Pb at a distorted geometry.

Properties
- energy (eV) = -61916.0527
- HOMO-LUMO gap (eV) = 7.08

ORCA input file:
```
! wB97M-V def2-TZVPD RIJCOSX def2/J DEFGRID3
* xyz 1 1
C 1.002 -1.279 -3.300
C 1.076 -0.888 -1.952
N -0.120 -0.727 -1.310
C -1.317 -0.994 -1.818
C -1.408 -1.368 -3.152
C -0.232 -1.503 -3.892
C 2.304 -0.561 -1.273
P 2.429 -0.325 0.469
Pb -0.023 -0.168 0.887
P -2.457 0.032 0.610
C -2.540 -0.996 -0.898
O 1.830 2.209 -2.065
O -0.810 2.670 -1.760
H 1.929 -1.401 -3.845
H -2.387 -1.567 -3.571
H -0.277 -1.801 -4.935
C 3.085 -1.721 1.373
C 3.400 1.106 0.882
H -3.436 -0.695 -1.457
H -2.701 -2.032 -0.549
H 2.058 1.276 -1.801
H 3.233 -0.818 -1.792
C -3.342 -0.782 1.917
C -3.134 1.624 0.276
H 0.408 1.608 0.790
H -0.721 3.567 -1.398
H 0.131 2.432 -1.992
H 2.185 2.287 -2.966
H -0.143 -1.804 1.326
H -0.128 1.412 -0.035
H 4.123 -1.847 1.042
H 3.062 -1.523 2.457
H 2.514 -2.635 1.163
H 4.438 0.859 0.631
H 3.075 1.973 0.294
H 3.324 1.331 1.957
H -4.195 1.475 0.040
H -3.044 2.269 1.163
H -2.601 2.086 -0.568
H -4.394 -0.831 1.615
H -2.954 -1.794 2.100
H -3.247 -0.202 2.847
O -0.001 -1.366 4.955
Cl 0.001 0.004 4.549
O -1.186 0.684 4.958
O 1.188 0.682 4.958
O 0.006 0.044 3.073
*
```

Atom charges from the Löwdin analysis, given in e for atoms 1 to 8:
1. C -0.009
2. C -0.357
3. N -0.057
4. C -0.322
5. C -0.021
6. C -0.021
7. C -0.305
8. P 0.716

Record 2
Density functional theory data (ωB97M-V with the def2-TZVPD basis set) for a cluster of 3 separate species, C11H25IO4P in total.

Properties
- energy (eV) = -37384.7146
- HOMO-LUMO gap (eV) = 9.23

ORCA input file:
```
! wB97M-V def2-TZVPD RIJCOSX def2/J DEFGRID3
* xyz 1 1
P 2.143 3.209 3.181
C 0.853 4.438 2.988
C -0.264 3.969 2.051
C -1.035 2.739 2.506
I -1.809 2.971 4.483
H 3.376 3.690 2.761
H 2.300 2.773 4.490
H 1.881 2.078 2.420
H 0.464 4.650 3.986
H 1.338 5.339 2.611
H 0.151 3.756 1.059
H -0.955 4.802 1.924
H -1.874 2.583 1.830
H -0.434 1.830 2.530
O -2.952 1.483 0.305
C -2.761 0.293 0.346
O -2.908 -0.320 1.532
C -2.842 -1.752 1.681
C -1.420 -2.256 1.779
C -2.299 -0.500 -0.848
H -3.393 -2.238 0.876
H -3.386 -1.940 2.604
H -0.861 -2.086 0.859
H -1.421 -3.329 1.969
H -0.905 -1.763 2.606
H -1.215 -0.416 -0.924
H -2.743 -0.066 -1.740
H -2.540 -1.556 -0.805
O -0.053 -2.703 -1.500
C 0.639 -2.602 -2.480
O 1.895 -3.074 -2.421
C 2.756 -3.142 -3.568
C 3.468 -1.832 -3.828
C 0.147 -1.920 -3.736
H 2.202 -3.488 -4.440
H 3.471 -3.921 -3.313
H 2.768 -1.035 -4.080
H 4.165 -1.946 -4.657
H 4.030 -1.530 -2.944
H 0.318 -0.847 -3.633
H -0.923 -2.088 -3.812
H 0.626 -2.255 -4.651
*
```

Atom charges from the natural (NBO) analysis, given in e for atoms 1 to 8:
1. P 0.824
2. C -0.731
3. C -0.431
4. C -0.541
5. I 0.100
6. H 0.068
7. H 0.077
8. H 0.063

Record 3
Density functional theory data (ωB97M-V with the def2-TZVPD basis set) for a structure of composition C11H25N2O5P2Ru at a distorted geometry.

Properties
- ΔE to the lowest compared entry with this formula, charge and spin (kJ/mol) = 16.2
- energy (eV) = -46178.3868
- HOMO-LUMO gap (spin up / spin down) (eV) = 4.93 / 6.18

ORCA input file:
```
! wB97M-V def2-TZVPD RIJCOSX def2/J DEFGRID3
* xyz 0 6
C 0.400 -2.736 -2.409
C 0.603 -1.854 -1.318
N -0.519 -1.420 -0.617
C -1.738 -1.931 -0.854
C -1.938 -2.840 -1.892
C -0.861 -3.220 -2.693
C 1.854 -1.371 -0.884
P 1.937 -0.512 0.663
Ru -0.254 0.130 0.655
P -2.464 0.111 0.857
C -2.887 -1.462 0.021
O 2.846 1.679 -5.219
O 2.695 4.748 -0.611
H 1.282 -3.012 -2.985
H -2.951 -3.199 -2.055
H -1.023 -3.894 -3.531
C 2.632 -1.612 1.933
C 3.053 0.906 0.587
H -3.802 -1.308 -0.567
H -3.117 -2.198 0.809
H 3.417 1.721 -4.488
H 2.742 -1.623 -1.460
C -3.168 0.128 2.504
C -3.235 1.408 -0.125
H -0.476 0.883 -0.683
H 2.233 5.066 0.185
H 2.037 4.716 -1.266
H 2.022 1.296 -4.869
H 0.326 -0.816 1.834
H -0.560 1.506 -0.303
H 3.545 -2.090 1.555
H 2.843 -1.014 2.831
H 1.884 -2.378 2.176
H 3.992 0.607 0.101
H 2.593 1.736 0.034
H 3.249 1.232 1.618
H -4.190 1.053 -0.530
H -3.393 2.279 0.524
H -2.544 1.673 -0.934
H -4.199 -0.252 2.486
H -2.538 -0.478 3.167
H -3.150 1.168 2.857
O 0.483 2.739 4.006
N 0.200 1.792 3.269
O -0.235 0.683 3.670
O 0.374 1.960 1.949
*
```

Atom charges from the Löwdin analysis, given in e for atoms 1 to 8:
1. C -0.066
2. C -0.364
3. N -0.159
4. C -0.366
5. C -0.044
6. C -0.131
7. C -0.176
8. P 0.704

Record 4
Density functional theory data (ωB97M-V with the def2-TZVPD basis set) for a cluster of 2 separate species, C11H26BN2O4 in total at a distorted geometry.

Properties
- energy (eV) = -23670.1888
- HOMO-LUMO gap (eV) = 6.94

ORCA input file:
```
! wB97M-V def2-TZVPD RIJCOSX def2/J DEFGRID3
* xyz 1 1
C 6.181 -2.972 1.551
O 4.754 -2.974 1.758
B 4.011 -3.524 0.830
O 4.516 -4.353 -0.104
N 2.518 -3.246 0.783
C 1.979 -2.229 0.247
C 0.525 -2.330 0.321
C 0.222 -3.455 1.310
C 1.575 -4.187 1.372
H 6.630 -3.910 1.842
H 6.444 -2.763 0.527
H 6.592 -2.192 2.168
H 3.864 -4.518 -0.805
H 2.556 -1.460 -0.229
H 0.283 -2.764 -0.657
H -0.076 -1.431 0.313
H -0.554 -4.046 0.859
H -0.129 -3.149 2.281
H 1.592 -5.115 0.818
H 1.780 -4.442 2.402
C -4.391 3.759 0.925
O -4.153 3.865 -0.467
C -3.103 4.758 -0.815
C -1.919 4.004 -1.380
N -1.245 3.225 -0.345
C -0.236 2.303 -0.847
C -0.692 1.164 -1.755
O -1.501 0.191 -1.111
C -2.891 0.496 -1.062
H -5.301 3.177 1.058
H -3.571 3.247 1.441
H -4.539 4.744 1.376
H -2.807 5.377 0.036
H -3.489 5.424 -1.591
H -1.209 4.717 -1.807
H -2.294 3.369 -2.193
H -1.937 2.699 0.172
H 0.248 1.855 0.027
H 0.532 2.879 -1.372
H 0.208 0.630 -2.081
H -1.179 1.522 -2.667
H -3.211 1.072 -1.931
H -3.148 1.033 -0.147
H -3.435 -0.449 -1.051
*
```

Atom charges from the natural (NBO) analysis, given in e for atoms 1 to 8:
1. C -0.252
2. O -0.674
3. B 1.214
4. O -0.846
5. N -0.486
6. C 0.312
7. C -0.506
8. C -0.405

Please write out number 4 again, unchanged.
Density functional theory data (ωB97M-V with the def2-TZVPD basis set) for a cluster of 2 separate species, C11H26BN2O4 in total at a distorted geometry.

Properties
- energy (eV) = -23670.1888
- HOMO-LUMO gap (eV) = 6.94

ORCA input file:
```
! wB97M-V def2-TZVPD RIJCOSX def2/J DEFGRID3
* xyz 1 1
C 6.181 -2.972 1.551
O 4.754 -2.974 1.758
B 4.011 -3.524 0.830
O 4.516 -4.353 -0.104
N 2.518 -3.246 0.783
C 1.979 -2.229 0.247
C 0.525 -2.330 0.321
C 0.222 -3.455 1.310
C 1.575 -4.187 1.372
H 6.630 -3.910 1.842
H 6.444 -2.763 0.527
H 6.592 -2.192 2.168
H 3.864 -4.518 -0.805
H 2.556 -1.460 -0.229
H 0.283 -2.764 -0.657
H -0.076 -1.431 0.313
H -0.554 -4.046 0.859
H -0.129 -3.149 2.281
H 1.592 -5.115 0.818
H 1.780 -4.442 2.402
C -4.391 3.759 0.925
O -4.153 3.865 -0.467
C -3.103 4.758 -0.815
C -1.919 4.004 -1.380
N -1.245 3.225 -0.345
C -0.236 2.303 -0.847
C -0.692 1.164 -1.755
O -1.501 0.191 -1.111
C -2.891 0.496 -1.062
H -5.301 3.177 1.058
H -3.571 3.247 1.441
H -4.539 4.744 1.376
H -2.807 5.377 0.036
H -3.489 5.424 -1.591
H -1.209 4.717 -1.807
H -2.294 3.369 -2.193
H -1.937 2.699 0.172
H 0.248 1.855 0.027
H 0.532 2.879 -1.372
H 0.208 0.630 -2.081
H -1.179 1.522 -2.667
H -3.211 1.072 -1.931
H -3.148 1.033 -0.147
H -3.435 -0.449 -1.051
*
```

Atom charges from the natural (NBO) analysis, given in e for atoms 1 to 8:
1. C -0.252
2. O -0.674
3. B 1.214
4. O -0.846
5. N -0.486
6. C 0.312
7. C -0.506
8. C -0.405

Q: The highest energy belongs to which entry?
A: C11H26BN2O4

Q: Among the records above, which one has the highest energy?
A: C11H26BN2O4